Entry 1:
ORCA calculation (ωB97M-V/def2-TZVPD) on a cluster of 2 separate species, C5H15N2O in total at a distorted geometry.

Highest occupied orbital energy, eV: -14.712
DFT total energy, hartree: -384.0271
F_max, eV/A: 2.2
Orbital gap, eV: 11.7
Energy above the lowest of the compared OMol25 structures with the same formula, charge and spin, eV: 0.652
2S+1: 1
Charge: +1

Geometry (Å):
C (-1.640, 0.334, 2.413)
C (-0.899, -0.801, 1.648)
C (0.286, -0.301, 0.810)
C (0.156, 0.937, -0.035)
N (-0.905, 0.847, -1.065)
C (-0.732, 0.187, -2.171)
N (0.312, -0.551, -2.538)
H (-1.713, 0.081, 3.446)
H (-1.078, 1.254, 2.422)
H (-2.591, 0.703, 1.926)
H (-0.574, -1.483, 2.465)
H (-1.622, -1.313, 1.005)
H (0.692, -1.141, 0.221)
H (1.105, -0.108, 1.534)
H (-0.241, 1.903, 0.453)
H (1.141, 1.161, -0.487)
H (-1.784, 1.246, -0.770)
H (-1.501, 0.128, -2.927)
H (1.177, -0.627, -1.997)
H (0.370, -0.772, -3.530)
H (3.597, -1.128, -0.464)
H (3.491, -0.022, -1.489)
O (2.952, -0.535, -0.870)

Atoms 1-3, force components in eV/Å:
C -0.26 0.74 -1.57
C -0.80 0.72 0.49
C 0.94 -0.87 1.43

Entry 2:
ORCA calculation (ωB97M-V/def2-TZVPD) on a cluster of 4 separate species, C16H35BFO10 in total.

Highest occupied orbital energy, eV: -4.181
DFT total energy, hartree: -1507.8920
F_max, eV/A: 0.8
Orbital gap, eV: 6.4
2S+1: 1
Charge: -1

Geometry (Å):
C (1.570, -2.647, 3.422)
C (2.136, -1.416, 2.706)
C (2.466, -1.780, 1.256)
C (1.232, -0.195, 2.828)
C (-0.069, -0.266, 2.004)
C (-0.225, 0.967, 1.083)
C (-1.278, -0.414, 2.932)
O (-2.439, -0.810, 2.281)
B (-2.520, -2.275, 2.007)
F (-3.902, -2.637, 1.894)
H (1.765, -2.568, 4.493)
H (2.095, -3.533, 3.070)
H (0.498, -2.753, 3.277)
H (3.090, -1.190, 3.190)
H (2.593, -0.901, 0.626)
H (3.320, -2.450, 1.192)
H (1.616, -2.320, 0.836)
H (1.795, 0.712, 2.611)
H (0.951, -0.113, 3.883)
H (-0.045, -1.121, 1.337)
H (-0.765, 0.661, 0.190)
H (0.763, 1.310, 0.785)
H (-0.781, 1.763, 1.573)
H (-0.999, -1.096, 3.748)
H (-1.467, 0.565, 3.406)
H (-1.950, -2.911, 2.895)
H (-1.969, -2.531, 0.919)
C (-5.853, 3.040, -3.269)
O (-5.019, 3.022, -2.116)
C (-4.878, 1.814, -1.536)
O (-5.393, 0.791, -1.920)
O (-4.100, 1.958, -0.483)
C (-3.845, 0.749, 0.281)
H (-5.879, 4.071, -3.612)
H (-5.443, 2.414, -4.058)
H (-6.864, 2.716, -3.022)
H (-3.342, 0.005, -0.331)
H (-4.773, 0.343, 0.675)
H (-3.200, 1.020, 1.101)
C (-1.709, -0.233, -8.622)
O (-2.812, 0.252, -7.858)
C (-2.912, -0.296, -6.638)
O (-2.168, -1.125, -6.184)
O (-3.968, 0.236, -6.032)
C (-4.209, -0.248, -4.699)
H (-1.745, 0.286, -9.576)
H (-0.768, -0.011, -8.123)
H (-1.797, -1.305, -8.788)
H (-3.368, -0.020, -4.048)
H (-4.395, -1.320, -4.705)
H (-5.089, 0.263, -4.333)
C (8.307, -1.030, 2.775)
O (8.373, 0.363, 3.088)
C (7.180, 0.965, 3.123)
O (6.119, 0.439, 2.920)
O (7.370, 2.253, 3.422)
C (6.162, 3.015, 3.491)
H (9.331, -1.394, 2.779)
H (7.728, -1.566, 3.525)
H (7.870, -1.184, 1.790)
H (5.505, 2.626, 4.267)
H (5.648, 3.009, 2.532)
H (6.455, 4.031, 3.739)

Atoms 1-3, force components in eV/Å:
C 0.27 0.35 0.17
C 0.52 -0.34 -0.14
C -0.79 -0.03 -0.04

Entry 3:
ORCA calculation (ωB97M-V/def2-TZVPD) on a structure of composition C27H33KN8O6S2 at a distorted geometry.

Highest occupied orbital energy, eV: -0.600
DFT total energy, hartree: -3334.5350
F_max, eV/A: 2.2
Orbital gap, eV: 4.1
Energy above the lowest of the compared OMol25 structures with the same formula, charge and spin, eV: 2.947
2S+1: 1
Charge: -2

Geometry (Å):
K (0.070, -1.079, 0.743)
N (-4.788, -0.745, 1.421)
C (-4.059, -1.042, 0.273)
S (-4.256, -2.570, -0.431)
N (-3.366, -0.035, -0.197)
N (-2.231, -0.114, -0.843)
C (-1.998, 0.767, -1.755)
C (-0.722, 0.869, -2.420)
C (-0.584, 1.722, -3.532)
C (0.617, 1.778, -4.205)
C (1.675, 0.990, -3.766)
C (1.464, 0.206, -2.642)
N (0.320, 0.145, -1.978)
H (-5.628, -1.286, 1.529)
H (-4.885, 0.244, 1.601)
H (-2.786, 1.457, -2.066)
H (-1.429, 2.317, -3.854)
H (0.735, 2.429, -5.063)
H (2.630, 0.993, -4.275)
H (2.267, -0.411, -2.246)
O (3.286, -4.041, 5.362)
C (2.669, -3.462, 4.475)
C (1.720, -2.329, 4.660)
O (1.363, -1.852, 5.737)
C (1.290, -1.903, 3.320)
C (1.921, -2.762, 2.326)
O (1.771, -2.643, 1.082)
C (2.738, -3.767, 3.019)
O (3.365, -4.694, 2.506)
O (0.492, -0.968, 3.048)
C (-0.843, 6.190, 4.554)
C (-1.583, 6.487, 3.249)
N (-0.773, 6.250, 2.068)
C (0.003, 7.393, 1.587)
C (-0.546, 7.951, 0.276)
C (-0.471, 5.038, 1.484)
O (0.314, 5.047, 0.542)
C (-1.055, 3.741, 1.942)
C (-1.960, 3.475, 2.974)
C (-2.371, 2.175, 3.202)
C (-1.882, 1.152, 2.410)
N (-0.988, 1.369, 1.449)
C (-0.594, 2.611, 1.239)
H (-1.499, 6.358, 5.410)
H (0.028, 6.841, 4.643)
H (-0.495, 5.158, 4.579)
H (-1.871, 7.540, 3.236)
H (-2.509, 5.921, 3.182)
H (1.037, 7.080, 1.440)
H (-0.018, 8.164, 2.358)
H (-0.497, 7.177, -0.485)
H (0.045, 8.808, -0.054)
H (-1.584, 8.267, 0.400)
H (-2.351, 4.240, 3.624)
H (-3.057, 1.957, 4.010)
H (-2.216, 0.132, 2.552)
H (0.140, 2.765, 0.459)
C (0.290, -8.059, -2.944)
C (0.366, -6.664, -3.548)
N (0.447, -5.651, -2.500)
C (0.844, -4.369, -2.890)
S (-0.230, -3.134, -3.109)
N (2.166, -4.199, -3.082)
C (3.217, -5.145, -2.764)
C (4.016, -5.539, -4.009)
H (0.164, -8.801, -3.735)
H (-0.553, -8.132, -2.256)
H (1.200, -8.286, -2.388)
H (-0.511, -6.489, -4.184)
H (1.251, -6.585, -4.182)
H (-0.438, -5.574, -2.018)
H (2.432, -3.242, -3.244)
H (2.755, -6.023, -2.318)
H (3.884, -4.702, -2.021)
H (3.343, -5.874, -4.799)
H (4.711, -6.346, -3.774)
H (4.580, -4.687, -4.392)

Atoms 1-3, force components in eV/Å:
K -1.24 0.51 -1.71
N 0.02 0.23 -0.01
C -0.01 -0.49 -0.33

Entry 4:
ORCA calculation (ωB97M-V/def2-TZVPD) on a structure of composition C33H33F6MnN2O11S2Sb.

Highest occupied orbital energy (alpha / beta), eV: -3.527 / -3.928
DFT total energy, hartree: -5001.5320
⟨S²⟩: 8.753
F_max, eV/A: 0.5
Orbital gap (alpha / beta), eV: 7.3 / 7.7
Energy above the lowest of the compared OMol25 structures with the same formula, charge and spin, eV: 0.316
2S+1: 6
Charge: -2

Geometry (Å):
Mn (-1.217, 2.213, 1.709)
O (-3.205, 3.281, -1.760)
C (-3.022, 2.700, -0.695)
O (-2.409, 3.157, 0.330)
C (-3.634, 1.290, -0.534)
C (-4.120, 1.026, 0.898)
C (-5.107, -0.149, 0.912)
C (-4.151, -1.349, 0.680)
C (-2.793, -0.637, 0.608)
O (-2.967, 0.443, 1.534)
C (-2.655, 0.082, -0.745)
C (-1.182, 0.417, -1.003)
O (-0.688, 0.052, -2.089)
O (-0.540, 0.962, -0.058)
H (-4.451, 1.220, -1.251)
H (-4.418, 1.915, 1.447)
H (-5.873, -0.050, 0.142)
H (-5.598, -0.217, 1.882)
H (-4.364, -1.899, -0.237)
H (-4.177, -2.049, 1.515)
H (-1.933, -1.232, 0.904)
H (-2.991, -0.547, -1.568)
N (1.037, 1.794, 2.027)
C (1.273, 1.531, 3.443)
C (-0.011, 1.062, 4.172)
O (0.142, 0.453, 5.229)
O (-1.112, 1.389, 3.621)
H (1.110, 0.974, 1.433)
H (1.658, 2.499, 1.652)
H (1.564, 2.466, 3.927)
H (2.065, 0.803, 3.632)
C (1.951, 1.169, -3.544)
C (2.779, -0.017, -3.951)
C (3.454, 0.018, -5.172)
C (4.306, -1.002, -5.569)
C (4.516, -2.079, -4.723)
C (3.841, -2.133, -3.511)
C (2.945, -1.139, -3.121)
Sb (1.966, -1.212, -1.177)
C (3.301, -2.734, -0.346)
C (4.113, -2.256, 0.683)
C (5.012, -3.070, 1.358)
C (5.109, -4.405, 1.007)
C (4.305, -4.903, -0.008)
C (3.396, -4.094, -0.690)
C (2.542, -4.738, -1.752)
C (0.333, -2.608, -1.362)
C (-0.048, -3.122, -0.127)
C (-1.133, -3.979, 0.003)
C (-1.858, -4.326, -1.124)
C (-1.489, -3.811, -2.360)
C (-0.406, -2.948, -2.502)
C (-0.073, -2.389, -3.855)
H (1.787, 1.836, -4.391)
H (2.471, 1.740, -2.769)
H (0.982, 0.895, -3.119)
H (3.308, 0.877, -5.818)
H (4.813, -0.945, -6.525)
H (5.198, -2.874, -4.999)
H (4.030, -2.973, -2.855)
H (4.037, -1.212, 0.973)
H (5.625, -2.661, 2.153)
H (5.804, -5.061, 1.518)
H (4.378, -5.951, -0.281)
H (3.071, -5.578, -2.207)
H (2.263, -4.040, -2.541)
H (1.610, -5.114, -1.323)
H (0.506, -2.849, 0.768)
H (-1.412, -4.357, 0.979)
H (-2.714, -4.986, -1.046)
H (-2.067, -4.070, -3.242)
H (-0.718, -2.819, -4.623)
H (0.966, -2.589, -4.127)
H (-0.217, -1.306, -3.840)
F (-1.481, 6.025, 0.266)
C (-1.981, 6.301, 1.461)
F (-1.618, 7.556, 1.776)
F (-3.304, 6.256, 1.405)
S (-1.319, 5.099, 2.740)
O (-0.152, 4.523, 2.119)
O (-2.397, 4.186, 2.999)
N (-0.858, 5.975, 3.953)
S (-1.881, 6.554, 5.010)
O (-3.142, 6.969, 4.468)
O (-1.162, 7.441, 5.876)
C (-2.297, 5.094, 6.107)
F (-3.433, 4.511, 5.740)
F (-1.325, 4.191, 6.113)
F (-2.462, 5.536, 7.369)

Atoms 1-3, force components in eV/Å:
Mn 0.05 -0.46 -0.20
O 0.02 0.07 -0.02
C -0.01 -0.23 0.04

Entry 5:
ORCA calculation (ωB97M-V/def2-TZVPD) on a cluster of 2 separate species, C5H13NO2 in total at a distorted geometry.

Structure (SMILES): C=CC[C@H](N)CO.O
Highest occupied orbital energy, eV: -9.621
DFT total energy, hartree: -403.4925
F_max, eV/A: 1.8
Orbital gap, eV: 10.3
Energy above the lowest of the compared OMol25 structures with the same formula, charge and spin, eV: 2.288
2S+1: 1
Charge: 0

Geometry (Å):
C (-0.582, 0.582, -1.650)
O (0.202, 1.241, -2.643)
C (0.295, 0.282, -0.386)
C (-0.525, 0.740, 0.873)
C (-1.694, -0.189, 1.037)
C (-1.754, -1.405, 1.552)
N (1.641, 0.824, -0.341)
H (-0.954, -0.382, -2.012)
H (-1.471, 1.171, -1.419)
H (0.108, 0.804, -3.466)
H (0.348, -0.797, -0.226)
H (0.172, 0.738, 1.713)
H (-0.881, 1.755, 0.703)
H (-2.644, 0.293, 0.799)
H (-2.607, -2.057, 1.591)
H (-0.845, -1.906, 1.875)
H (2.227, 0.605, -1.144)
H (1.514, 1.832, -0.434)
H (1.784, -1.052, 1.036)
H (3.265, -1.332, 1.192)
O (2.402, -1.748, 1.349)

Atoms 1-3, force components in eV/Å:
C 0.65 -0.73 -0.20
O 0.00 0.54 1.16
C -1.02 -0.08 0.69

Entry 6:
ORCA calculation (ωB97M-V/def2-TZVPD) on a cluster of 3 separate species, C4H6O4S in total at a distorted geometry.

Highest occupied orbital energy, eV: -0.634
DFT total energy, hartree: -855.0701
F_max, eV/A: 5.1
Orbital gap, eV: 6.9
Energy above the lowest of the compared OMol25 structures with the same formula, charge and spin, eV: 1.136
2S+1: 1
Charge: -2

Geometry (Å):
C (-1.314, -1.046, 2.209)
C (1.621, 0.634, 0.261)
C (0.647, 0.009, 1.078)
C (-0.638, -0.342, 1.035)
O (-1.564, -2.274, 2.057)
O (0.703, 0.949, -3.234)
O (-1.505, -0.403, 3.258)
O (-1.168, -0.645, -3.768)
S (-0.455, 0.134, -2.743)
H (2.223, 1.626, 0.626)
H (1.176, 0.778, -0.771)
H (2.414, -0.212, -0.001)
H (-1.966, 1.439, -2.191)
H (1.034, -0.208, 2.070)
H (-1.208, -0.438, 0.114)

Atoms 1-3, force components in eV/Å:
C 0.37 -1.08 0.48
C 2.98 0.43 -4.10
C -1.58 -0.47 3.75

Entry 7:
ORCA calculation (ωB97M-V/def2-TZVPD) on a cluster of 2 separate species, C5H10O2 in total at a distorted geometry.

Structure (SMILES): C=C/C(O)=C/C.O
Highest occupied orbital energy, eV: -8.587
DFT total energy, hartree: -346.8926
F_max, eV/A: 3.7
Orbital gap, eV: 9.3
Energy above the lowest of the compared OMol25 structures with the same formula, charge and spin, eV: 3.614
2S+1: 1
Charge: 0

Geometry (Å):
C (0.506, 1.770, -0.643)
C (0.874, 0.513, -0.039)
C (0.043, -0.246, 0.636)
O (-1.377, -0.029, 0.359)
C (0.481, -1.384, 1.396)
C (1.570, -1.307, 2.186)
H (0.139, 1.695, -1.620)
H (1.359, 2.428, -0.664)
H (-0.334, 2.301, 0.006)
H (1.916, 0.393, 0.043)
H (-1.388, 0.880, 0.600)
H (-0.107, -2.225, 1.151)
H (2.193, -0.421, 2.403)
H (1.989, -2.364, 2.533)
H (-2.492, -0.989, -3.468)
H (-3.157, -0.390, -2.323)
O (-2.217, -0.623, -2.554)

Atoms 1-3, force components in eV/Å:
C -1.86 2.35 1.62
C 0.54 0.43 0.79
C -1.92 -0.06 -1.53

Entry 8:
ORCA calculation (ωB97M-V/def2-TZVPD) on a cluster of 2 separate species, CH7FN3P in total at a distorted geometry.

Structure (SMILES): [H]/N=P(=N\[H])/NC.F
Highest occupied orbital energy, eV: -10.082
DFT total energy, hartree: -647.7754
F_max, eV/A: 2.2
Orbital gap, eV: 10.4
Energy above the lowest of the compared OMol25 structures with the same formula, charge and spin, eV: 1.219
2S+1: 1
Charge: 0

Geometry (Å):
C (-0.849, -1.258, 0.700)
N (2.600, 0.321, 0.016)
N (-0.122, 1.233, -0.544)
N (0.569, -0.913, 0.701)
F (-2.650, 1.359, -0.958)
P (1.077, 0.450, -0.021)
H (-0.931, -2.333, 0.975)
H (-1.464, -0.511, 1.273)
H (-1.190, -1.256, -0.398)
H (3.236, 0.977, -0.427)
H (0.037, 1.962, -1.213)
H (-1.674, 1.492, -0.800)
H (1.360, -1.523, 0.696)

Atoms 1-3, force components in eV/Å:
C -0.48 -0.89 -1.94
N 0.51 0.96 -0.55
N -0.16 0.81 -0.40